[1]
Here is a single C4H12N2O molecule from OMol25. Energies are from the ωB97M-V functional and the def2-TZVPD basis.

Summary:
highest occupied orbital energy	-0.3098	Ha
E_tot	-344.25914	hartree
relative energy (zero: lowest compared OMol25 entry of this formula, charge and spin)	3.425	eV
SMILES	CN[C@@H](CN)CO
spin multiplicity	1
orbital gap	9.347	eV

XYZ file:
```
19
Properties=species:S:1:pos:R:3:forces:R:3
C -2.3372 -0.0174 0.1919 -0.4495 -1.0118 2.6507
N -1.1002 0.5629 0.5943 4.1709 -0.5601 0.0853
C 0.3083 -0.2143 0.5129 -2.1011 1.2206 -0.0457
C 0.3734 -1.0221 -0.8325 1.3995 1.1787 1.7040
N 0.4497 -0.1106 -2.0151 -2.8122 -2.6944 -1.9563
C 1.4268 0.8347 0.8072 1.3744 1.8281 -0.9859
O 2.6354 0.2015 1.3655 -0.6845 0.7517 0.9478
H -2.4609 -0.6366 -0.6880 0.0347 1.0109 -1.3670
H -3.0908 0.7184 0.5203 -0.1578 -0.3666 -1.1944
H -2.5551 -0.8537 0.9020 0.1915 0.4198 0.2012
H -0.8646 1.5317 0.4259 -0.8895 -0.1119 -0.5200
H 0.2628 -0.8930 1.3825 0.2792 -0.0104 -0.4866
H -0.4475 -1.7600 -0.6732 0.4709 0.2750 -1.0370
H 1.3677 -1.4988 -0.8830 -0.5787 -0.4311 0.4797
H -0.5879 0.1959 -2.2044 2.5339 -0.5676 0.1520
H 0.6691 -0.8728 -2.8165 -0.7883 2.6641 1.8898
H 1.0162 1.6811 1.4985 0.6486 -1.6618 -0.9966
H 1.8827 1.3789 -0.1532 -1.7038 -1.1669 1.6781
H 3.0519 0.7742 2.0649 -0.9383 -0.7661 -1.1992
```
Positions in Å, forces in eV/Å.


[2]
Here is 2 unconnected molecules or ions with the total composition F2NO3S from OMol25. Energies are from the ωB97M-V functional and the def2-TZVPD basis.

Summary:
highest occupied orbital energy (alpha / beta)	-0.2147 / -0.1190	Ha
E_tot	-878.27962	hartree
relative energy (zero: lowest compared OMol25 entry of this formula, charge and spin)	2.186	eV
spin multiplicity	1
orbital gap (alpha / beta)	9.552 / 5.757	eV
charge	-1

XYZ file:
```
7
Properties=species:S:1:pos:R:3:forces:R:3
N 0.4719 -1.1679 1.3871 -0.0750 -1.1710 -0.8879
O -1.8093 1.0256 -0.7164 0.0201 0.1168 -0.0225
O 0.3191 0.6728 -1.9211 0.0204 0.0573 -0.1890
O 0.2057 2.3414 -0.0943 -0.2696 -0.3289 -0.2528
F 1.6314 -1.8470 0.9971 -0.3408 0.7482 0.2387
F -0.4645 -2.1594 1.0629 0.2259 0.8506 0.3213
S -0.3543 1.1345 -0.7153 0.4190 -0.2730 0.7922
```
Positions in Å, forces in eV/Å.


[3]
Here is a molecular structure, C23H18N4O8 from OMol25. Energies are from the ωB97M-V functional and the def2-TZVPD basis.

Summary:
highest occupied orbital energy	-0.3131	Ha
E_tot	-1707.32987	hartree
spin multiplicity	1
orbital gap	6.446	eV

XYZ file:
```
53
Properties=species:S:1:pos:R:3:forces:R:3
O 1.8242 1.1329 0.0179 -3.4696 -2.0390 0.0603
C 2.2836 1.9966 0.6697 2.9409 2.2620 -0.1602
O 3.4849 2.3904 0.3126 0.3080 4.0076 4.2376
H 3.9590 2.0141 -0.3782 0.6458 -2.0688 -2.5492
C 1.7055 2.9227 1.9882 -1.1599 -2.7414 -9.4536
N 0.5693 2.2183 2.1765 -2.9252 -1.3838 1.8527
C -0.4184 2.6859 1.5741 -10.3419 8.4250 -7.5304
O -0.6659 3.9972 0.9966 2.9026 -6.4529 3.5208
C -1.6721 1.8414 1.1442 1.6803 -3.1520 3.5768
C -2.1718 1.6623 -0.0603 2.2039 3.4461 -6.9475
C -2.8417 0.5397 -0.7091 0.0751 1.1846 5.3455
C -3.1571 -0.3248 0.2700 -2.3477 -3.4866 4.8399
C -2.9228 -0.1457 1.9054 -4.0595 -7.1601 -6.8622
C -2.0824 0.7374 2.0584 5.6714 9.1139 5.2512
H -1.8324 1.0125 3.1566 0.2782 -0.8246 -1.4365
H -3.0224 -1.0865 2.5003 -0.6004 1.2483 -0.3602
N -3.6860 -1.6674 0.0701 1.3009 -1.5167 -2.5036
C -2.8856 -2.4659 -0.8954 -7.1054 -3.9984 -2.8814
O -3.5193 -3.4666 -1.5473 4.1224 5.3980 3.7589
C -1.5166 -1.9391 -1.2972 -7.5243 0.5397 -10.2846
C -1.3212 -1.3168 -2.5272 3.4805 -2.6638 3.4330
C 0.0479 -0.7544 -2.9747 -11.5502 2.1778 -1.5883
C 1.1511 -0.9349 -2.4119 10.9934 -1.4121 5.7377
C 2.2973 -0.0952 -2.6024 -14.2320 4.0199 -10.0381
C 1.8616 1.2489 -3.6626 11.0452 -6.4881 8.6136
C 0.7114 1.1901 -4.1149 -2.4034 3.3146 -2.9021
C -0.2565 0.4187 -3.6392 -4.5221 -2.2778 -5.2711
H -1.2753 0.4910 -4.4571 2.5167 -0.3019 3.4163
H 0.7838 1.9807 -4.7860 -2.3634 1.5737 -1.9095
H 2.8322 1.7035 -3.5725 -0.3564 1.3804 -1.4209
N 3.3302 -0.1068 -1.9531 7.6292 0.8984 5.4692
O 3.5653 -1.0383 -1.2911 0.6119 -6.3700 3.1027
O 4.0994 0.8133 -1.8143 1.5357 4.2430 -1.7660
H 1.3461 -1.6462 -1.5559 -0.4610 0.2469 -1.4663
H -2.0460 -1.4907 -3.2006 -2.3161 -0.2041 -2.5010
N -0.7731 -1.8100 -0.3685 8.8413 2.4630 14.1853
C -0.9947 -2.2430 0.9726 0.9881 -8.3040 0.8808
O -1.6194 -3.3977 1.2609 1.6694 6.3783 -1.4798
C 0.1821 -2.0450 1.9338 0.9688 2.6841 -1.3510
C 0.5111 -2.5787 3.1093 -5.2828 -4.2367 6.2850
C 1.5473 -2.0298 3.8477 -1.9917 2.8147 -16.0597
C 2.1694 -1.1807 2.6817 -4.2670 -1.1050 3.6998
O 1.2168 -1.0784 1.7057 0.0082 -1.1059 -0.3847
H 2.8296 -0.3245 2.7965 0.2582 -0.4112 -0.5489
H 2.0341 -1.9199 4.5918 5.3363 -0.0538 10.1937
H -0.3584 -3.3167 3.8212 2.8118 2.1208 -2.8969
H -0.0099 -1.1054 -0.1535 -0.9849 -0.4812 -2.0173
H -4.5398 -2.1672 0.5480 2.5708 1.5832 -1.3666
H -3.2995 0.5285 -1.6330 -0.1931 0.0058 -1.9675
H -1.7342 2.4432 -0.8938 -1.2509 -1.5861 2.1878
H 0.4248 1.2229 2.1645 1.3980 -0.7991 0.5349
H 1.6211 3.8463 1.5586 -0.4346 2.5918 -0.1354
H 2.2337 2.6379 2.6673 7.3505 -1.4964 7.8568
```
Positions in Å, forces in eV/Å.


[4]
Here is a molecular structure, C21H47HfOP3S from OMol25. Energies are from the ωB97M-V functional and the def2-TZVPD basis.

Summary:
highest occupied orbital energy (alpha / beta)	-0.7659 / -0.7659	Ha
E_tot	-2372.16736	hartree
spin multiplicity	1
orbital gap (alpha / beta)	4.333 / 4.327	eV
charge	+4

XYZ file:
```
74
Properties=species:S:1:pos:R:3:forces:R:3
Hf -0.2241 0.5141 -0.5664 -1.9627 -3.1353 0.1181
P 0.4069 -1.8073 0.8305 0.8781 -0.8503 1.9378
P 1.5321 2.1611 -1.2346 2.2927 1.7906 -0.3154
P 1.3528 -1.4737 -2.4654 0.5231 -0.5350 -1.3396
H -4.4067 -0.4068 0.0423 0.2956 -0.5542 -0.3984
C -4.0213 -1.0369 -0.7794 0.4408 1.5025 0.3380
C -3.3862 -2.1869 -0.5976 0.8796 0.0068 0.6886
H -3.0272 -2.5180 0.3955 -0.9480 -0.1410 -0.5143
C -0.4320 -1.9539 2.4564 -0.5909 0.2673 0.1286
C 2.1430 -1.7204 1.4393 0.1754 0.4282 -0.3847
C 0.2690 -3.5635 0.3306 -0.2927 -0.0679 -0.9025
C 1.0259 3.1031 -2.7239 -0.7028 -0.4324 0.1761
C 1.7503 3.4594 0.0496 -0.3889 -0.4065 0.1546
C 3.2522 1.5927 -1.5656 -0.5437 -0.3545 0.1161
C 0.4997 -3.0188 -3.0046 -0.2380 0.0850 0.2876
C 2.9916 -2.1192 -1.9710 0.4835 0.0406 0.7853
C 1.8073 -0.6952 -4.0895 -0.0337 0.3444 0.5212
H -4.0445 -0.5303 -1.7502 -0.7468 -0.5897 0.1561
H -3.1083 -2.8143 -1.4321 0.2177 -0.0460 -0.1459
H -1.4721 -1.6234 2.3985 0.1944 -0.1277 0.0783
H 0.0775 -1.3578 3.2187 -0.0591 -0.0982 -0.2127
H -0.4262 -3.0047 2.7699 0.1325 0.3245 -0.0585
H 2.2478 -0.9004 2.1576 -0.0551 -0.1435 -0.0368
H 2.8608 -1.5405 0.6319 -0.1029 -0.1608 0.1877
H 2.3938 -2.6582 1.9437 -0.0559 0.0892 -0.0433
H -0.5701 -3.7055 -0.3574 0.1279 -0.1240 0.0838
H 0.0817 -4.1726 1.2197 0.1183 0.2245 -0.1304
H 1.1855 -3.9249 -0.1367 -0.0721 0.0680 -0.0412
H 1.8160 3.8201 -2.9806 -0.1699 -0.1951 0.0207
H 0.0960 3.6283 -2.4631 0.2965 0.0876 -0.1468
H 0.7941 2.4207 -3.5561 0.3188 0.3340 0.1773
H 2.5511 4.1468 -0.2695 -0.3571 -0.2028 0.2280
H 1.9922 2.9779 1.0128 0.2332 0.3552 -0.4275
H 0.7766 3.9622 0.1830 0.5713 0.0580 -0.1837
H 3.9034 2.4747 -1.5797 -0.0204 -0.2871 -0.0649
H 3.2967 1.0469 -2.5183 0.1268 0.3030 0.2416
H 3.5507 0.9041 -0.7614 0.1373 0.3337 -0.1647
H 0.7877 -3.2415 -4.0340 0.0115 0.0243 0.0621
H -0.5868 -2.9170 -2.9365 0.1146 -0.0476 -0.1235
H 0.7831 -3.8678 -2.3795 0.0582 0.1443 -0.0769
H 3.5253 -2.4684 -2.8692 -0.3479 0.0923 0.1748
H 2.9163 -2.9564 -1.2665 -0.1057 0.1803 -0.1973
H 3.6084 -1.3523 -1.4873 -0.0849 -0.1142 -0.2400
H 1.1205 -1.0246 -4.8636 -0.0925 -0.0141 -0.1074
H 2.8218 -0.9741 -4.3719 -0.0454 -0.1174 -0.0227
H 1.7693 0.3918 -4.0165 -0.0180 -0.0420 -0.1412
C -2.3034 -0.0279 -4.4656 1.6641 0.0123 2.7277
C -2.1729 0.8809 -5.5367 0.4151 1.6551 -2.6840
C -3.0455 0.9025 -6.6220 0.9847 0.6617 0.4044
C -4.1329 0.0218 -6.6470 -0.6986 -0.3577 0.3022
C -4.3595 -0.8081 -5.5201 -0.3712 -0.9188 1.6591
C -3.4783 -0.8102 -4.4523 -1.6686 -1.7053 -0.1432
S -1.1341 -0.1094 -3.1307 -2.5756 1.1824 -1.8948
H -0.6067 2.1492 -0.1445 -0.1922 1.1019 -0.6054
H -1.3891 1.6217 -5.5104 0.2877 -0.0517 -0.0788
H -2.9724 1.5974 -7.4727 0.4079 -0.1401 0.6997
H -4.8716 0.0332 -7.4628 0.4968 -0.0834 0.2075
H -5.2788 -1.4287 -5.4410 0.7570 0.5483 -0.1992
H -3.6776 -1.3767 -3.5395 -0.0764 -0.1607 -0.5937
C -0.3115 1.3951 3.7097 0.0802 0.1127 0.0195
C -0.0885 1.5205 2.2036 -0.1550 0.4423 0.8350
O -1.0880 0.7419 1.4778 -0.2641 0.4780 -0.6446
C -2.4829 1.2863 1.7182 -0.1841 0.3206 -0.0814
C -3.2479 0.2849 2.5309 0.1364 -0.2787 0.2819
H -1.0442 2.1459 4.0459 0.2627 -0.3805 -0.0271
H 0.6298 1.5891 4.2363 -0.2255 -0.0179 -0.0323
H -0.6668 0.3868 3.9633 0.2311 0.4595 0.0497
H 0.9194 1.1596 1.9276 -0.1871 -0.3431 -0.1871
H -0.1585 2.5702 1.8860 -0.0227 -0.3233 0.0371
H -2.4082 2.2785 2.2057 0.2579 -0.6242 -0.2149
H -2.9623 1.4697 0.7452 0.3667 -0.1743 0.0132
H -2.7337 0.0804 3.4758 -0.2948 0.0938 -0.1324
H -4.2471 0.6576 2.7516 -0.0181 0.1206 0.0315
H -3.3657 -0.6605 1.9969 -0.0070 0.0736 0.0082
```
Positions in Å, forces in eV/Å.


How do the records compare in max |F|? In the order shown, they have 4.36 1.47 17.87 3.70 eV Å⁻¹.